Entry 1:
The following is a quantum chemistry calculation of a structure of composition C20H42NNdOP3 at a distorted geometry, from the Open Molecules 2025 dataset.

XYZ file:
```
68
Properties=species:S:1:pos:R:3:forces:R:3
Nd -0.016956 0.333449 -0.152266 -0.4264 -0.9929 1.6260
P -1.112128 0.384646 -2.636905 0.2548 -0.1571 -1.4155
P -1.945802 -2.235072 -0.220301 -0.3900 -0.8009 -0.1789
P 0.694680 2.784496 1.202959 0.4508 1.2359 0.6462
H 1.037177 -3.060684 2.068752 0.2575 -0.0001 0.4977
C 1.375441 -2.194154 2.644394 -0.3627 0.7223 -0.3064
C 0.621968 -1.617445 3.593818 -0.1934 0.3465 -0.4707
H -0.341802 -2.031231 3.918182 0.4544 0.1082 -0.1642
C 0.307044 -0.786392 -3.003753 -0.0723 -0.1526 -0.1585
C -2.477170 -0.106364 -3.761306 -0.4263 0.0704 0.0872
C -0.392597 1.910346 -3.344707 -0.3493 0.3750 0.0729
C -2.262241 -3.009021 1.413623 0.3126 0.1189 0.3740
C -3.685970 -2.019793 -0.805356 0.0615 0.4399 -0.2559
C -1.425501 -3.702077 -1.185512 0.2469 0.0385 -0.0723
C 0.855211 2.921651 3.019832 -0.0435 -0.5754 0.4537
C -0.015630 4.442200 0.905181 -0.3734 -0.0326 -0.5582
C 2.419701 2.857500 0.565280 0.0817 -0.2769 -0.1669
H 2.346712 -1.767193 2.369480 -0.2598 -0.2306 0.1272
H 0.911586 -0.664227 4.062627 0.0946 -0.7147 0.0136
H 1.044844 -0.296824 -3.659678 -0.1816 -0.2103 0.2957
H -0.092296 -1.665529 -3.531251 0.1954 0.1778 0.2422
H 0.841391 -1.208969 -2.110958 -0.5291 -0.0756 -0.5766
H -2.289279 0.216888 -4.804923 0.0840 -0.1790 0.6093
H -3.395099 0.395800 -3.400157 0.3829 -0.2346 -0.2557
H -2.649154 -1.199109 -3.735077 0.1787 0.5543 0.0204
H -0.321154 1.789097 -4.432516 0.1293 0.1413 0.1999
H 0.606381 2.137329 -2.936507 -0.2260 -0.1376 -0.1255
H -1.051263 2.758572 -3.115185 0.1572 -0.1278 -0.1948
H -2.630602 -4.037710 1.294084 0.0555 0.3265 -0.0631
H -3.000403 -2.435288 1.986737 0.1477 -0.1593 -0.1785
H -1.339227 -3.033590 2.004889 -0.2049 -0.1059 -0.1138
H -4.169949 -2.990905 -0.992702 0.2821 0.2596 0.1474
H -3.690673 -1.442839 -1.738619 -0.1203 -0.2168 0.1893
H -4.295563 -1.460174 -0.082996 0.2453 -0.2041 -0.1808
H -2.178111 -4.505640 -1.075674 0.4489 0.3518 -0.1620
H -0.452348 -4.042631 -0.791210 -0.3791 -0.0384 -0.2188
H -1.294720 -3.436919 -2.249191 -0.1159 -0.2544 0.3884
H 1.823431 3.376711 3.284679 -0.3780 -0.1554 -0.0946
H 0.763945 1.938216 3.505938 0.1703 0.3851 -0.0154
H 0.036424 3.565476 3.383794 0.4148 -0.3693 -0.0790
H 0.792074 5.185264 0.829597 -0.2966 -0.1973 0.0741
H -0.679010 4.685327 1.753433 0.2668 -0.0294 -0.5439
H -0.602264 4.436883 -0.023855 0.1648 0.2994 0.2460
H 2.997780 3.677172 1.023398 -0.2996 -0.2891 -0.1432
H 2.416569 2.982391 -0.533447 0.0400 0.0528 0.4352
H 2.907273 1.886866 0.769047 -0.1324 0.7721 0.0464
C 3.811286 -0.211410 -0.666819 1.8248 -0.6265 -0.4639
C 4.175083 -0.960149 -1.783585 0.1622 0.6810 -0.3870
C 5.516884 -1.024351 -2.169305 -0.1091 -0.9599 0.3329
C 6.508439 -0.577712 -1.287268 -0.2436 0.9100 -0.0703
C 6.145880 0.068318 -0.091171 -0.3940 -0.8229 -0.0522
C 4.774002 0.211501 0.254433 0.2853 0.2679 -0.4265
O 2.445404 0.148725 -0.638010 -2.5463 -1.4125 -0.3217
H 2.016775 -0.438240 -1.348081 1.7794 0.9683 0.8534
H 3.367786 -1.408451 -2.383984 0.5033 0.2512 -0.0995
H 5.780486 -1.513002 -3.120380 -0.0929 0.2330 0.6383
H 7.560876 -0.652397 -1.577444 -0.4299 -0.0053 0.2015
H 6.944762 0.404042 0.595313 -0.7484 -0.1766 -0.3878
H 4.515130 0.661692 1.208120 0.0017 0.0939 -0.2113
C -5.248047 1.300847 2.684125 -0.1704 0.4167 -0.0697
C -4.366186 0.016084 2.487379 -1.6208 0.4700 0.6301
C -3.182764 0.212237 1.700465 2.4394 0.0190 -1.0822
N -2.180528 0.276982 1.097555 -1.8529 0.5844 1.2565
H -4.725868 2.096704 3.248665 -0.1071 -0.5116 -0.3811
H -6.140122 1.035437 3.270626 0.4248 -0.1193 -0.1577
H -5.631077 1.722524 1.736358 0.4126 -0.3028 0.3591
H -4.079350 -0.324646 3.499933 0.1179 -0.1085 -0.5382
H -5.001569 -0.761232 2.007401 0.5463 0.2923 0.2774
```
Forces are in eV/Å.

The calculation puts the energy at -68075.7495 eV. The net charge is +3. The spin multiplicity is 4. Its energy above the lowest of the compared OMol25 structures with the same formula, charge and spin is 51.5 kJ/mol. The value obtained for the orbital gap (alpha / beta) is 6.2 / 7.0 eV.



Entry 2:
The following is a quantum chemistry calculation of a cluster of 5 separate species, C20H42NO21S4Si in total at a distorted geometry, from the Open Molecules 2025 dataset.

XYZ file:
```
89
Properties=species:S:1:pos:R:3:forces:R:3
C -7.397132 -1.608819 -2.904943 0.2887 -0.5471 0.1640
C -6.162599 -2.315521 -3.753092 -1.1750 0.9833 0.9362
O -5.272550 -2.934917 -2.732617 0.3386 0.5317 -3.7599
C -4.119167 -3.456027 -3.498849 0.6453 -0.8232 0.7034
C -2.932801 -3.805932 -2.397750 0.3717 -0.7247 -1.9578
O -1.865924 -2.806676 -2.558812 -1.7958 -0.2970 2.3979
C -2.120666 -1.610947 -1.687681 -0.5328 0.3372 -0.8544
N -0.792352 -1.282954 -1.045410 -1.5227 -0.8303 0.9532
C -0.861273 -0.122309 -0.083450 0.5312 1.4710 0.7714
C 0.435097 0.861975 -0.468193 -1.1084 -0.2379 -0.6746
C 0.304287 2.377099 0.143129 1.6138 -0.1588 0.2415
O -0.058413 3.399025 -0.888897 1.8571 1.2321 2.0745
Si 0.764365 4.924942 -0.435952 -0.9514 -0.5542 -0.3753
C 2.690758 4.838573 -0.714778 1.1019 -0.9224 -0.2775
C 0.367549 5.312751 1.424673 -0.6266 0.4408 1.4891
C 0.060449 6.454148 -1.442970 -0.8362 0.3219 -0.3019
C -2.234947 0.765450 -0.140220 -6.6457 3.6529 0.9578
O -2.640673 1.524429 -1.185717 3.2927 -3.9650 3.9522
O -3.136348 0.825713 1.057662 1.8013 -1.0938 -11.1727
H -6.976868 -1.108175 -1.911654 -0.7877 -1.1406 -2.2698
H -8.138479 -2.467571 -2.616661 1.2816 1.7392 -0.3942
H -7.976460 -0.793589 -3.516938 1.2206 -1.6450 1.0266
H -6.570146 -3.139397 -4.479771 0.7236 1.4558 1.2884
H -5.630504 -1.476189 -4.387409 -0.6747 -1.7508 1.3421
H -3.726813 -2.694031 -4.325638 -0.7000 -1.3552 2.0575
H -4.399664 -4.440520 -4.100192 0.2407 1.8181 1.2918
H -2.463834 -4.847484 -2.744370 -0.8588 2.2527 0.8222
H -3.323430 -3.943366 -1.303460 0.5572 0.5770 -2.0823
H -2.952520 -1.828629 -0.873114 1.4820 0.3108 -1.7534
H -2.508113 -0.775746 -2.447130 1.0627 -1.4631 2.1861
H -0.565467 -2.129721 -0.448915 -0.3230 1.3249 -1.1423
H -0.742780 -0.486877 1.045956 -0.3192 0.7733 -2.4707
H 1.412883 0.307971 -0.121207 -2.0290 1.3855 -0.6650
H 0.444294 0.877273 -1.662132 -0.0151 0.2487 2.6893
H 1.398126 2.681311 0.510332 -2.0462 -0.8417 -0.4522
H -0.381980 2.450236 1.091961 0.9387 -0.3338 -2.0537
H 3.256053 5.811631 -0.392311 -1.1201 -1.7944 -0.5309
H 2.961466 4.613333 -1.844230 -0.6195 0.5277 2.2394
H 3.117750 3.919020 -0.097264 -0.6936 1.9736 -1.2133
H 1.061618 6.163833 1.875969 -1.3262 -1.7822 -0.9598
H 0.448926 4.358413 2.104251 -0.0522 1.8915 -1.2456
H -0.752889 5.701955 1.546707 2.3457 -0.8610 -0.3730
H 0.540146 6.528170 -2.510322 -0.9287 0.0216 2.0513
H -1.108848 6.310431 -1.566956 2.3748 0.3305 0.1863
H 0.223618 7.459423 -0.825966 -0.2010 -2.1355 -1.3974
C 4.275013 0.901459 -3.380998 -0.3466 -0.5851 -0.5308
C 5.548719 0.681328 -4.192745 0.0035 -0.5005 0.5965
O 5.914210 1.973641 -4.671415 -0.5237 0.8551 0.3441
S 5.460228 3.092680 -3.575024 -0.2052 0.0902 0.2707
O 6.608671 3.415491 -2.757709 -1.4766 -0.0737 -1.0135
O 4.665604 4.094511 -4.246820 1.3075 -1.0352 0.8206
O 4.465656 2.141172 -2.701322 1.1057 0.6704 -0.4587
H 3.403121 1.002344 -4.035348 0.0829 -0.0569 0.0555
H 4.098760 0.096104 -2.662935 0.0573 0.3495 0.0665
H 5.397754 -0.009820 -5.025390 0.0241 0.3398 -0.0050
H 6.361989 0.313891 -3.557992 -0.1078 -0.0461 -0.0324
C -1.641034 0.262044 5.827017 0.1407 0.2342 -0.0065
C -2.893600 1.121146 5.977816 -0.1561 -0.3299 0.1089
O -3.276083 1.460146 4.646814 0.2733 -0.2240 0.1781
S -2.867066 0.235718 3.649867 0.7353 0.8482 -2.7294
O -4.037884 -0.587119 3.441890 1.6352 0.8564 0.5006
O -2.080097 0.773565 2.564602 1.6703 -1.1264 7.7104
O -1.870606 -0.547708 4.675154 -0.4099 -0.4538 1.0189
H -0.758611 0.881660 5.637396 -0.0586 0.0548 0.0630
H -1.462487 -0.365107 6.704558 -0.0724 -0.0583 -0.2153
H -2.711959 2.022366 6.568223 -0.0439 -0.0071 -0.2893
H -3.711544 0.549532 6.428988 0.1101 -0.0014 0.0957
C 1.612157 -5.129235 2.183982 0.2762 0.5698 0.2613
C 0.359590 -4.270133 2.334781 -0.0936 -0.3682 0.4341
O -0.022893 -3.931133 1.003780 0.6061 -0.7215 -0.6081
S 0.386124 -5.155562 0.006832 -0.2377 0.3362 -0.8456
O -0.784694 -5.978398 -0.201145 1.6196 0.8871 0.0706
O 1.173094 -4.617714 -1.078434 -1.2720 -0.9007 1.4093
O 1.382584 -5.938987 1.032119 -0.7735 0.2416 -0.2937
H 2.494579 -4.509620 1.994362 -0.0965 0.0197 0.0473
H 1.790703 -5.756386 3.061523 -0.1183 -0.0937 -0.2838
H 0.541232 -3.368914 2.925188 -0.0680 0.0087 -0.3621
H -0.458354 -4.841748 2.785953 0.0975 0.0498 0.0464
C 4.565726 -1.029699 3.084148 0.2704 0.5575 0.2981
C 3.313160 -0.170597 3.234947 -0.1117 -0.4235 0.4169
O 2.930676 0.168404 1.903945 0.7831 -0.5894 -0.5932
S 3.339694 -1.056025 0.906998 -0.7089 -0.0134 -0.6151
O 2.168875 -1.878861 0.699021 1.8859 0.8536 0.1862
O 4.126663 -0.518177 -0.178268 -1.1022 -0.7395 1.2519
O 4.336153 -1.839450 1.932284 -0.7301 0.2503 -0.3052
H 5.448149 -0.410083 2.894527 -0.0809 -0.0197 0.0718
H 4.744272 -1.656849 3.961689 -0.0899 -0.0746 -0.2939
H 3.494800 0.730624 3.825354 -0.0614 -0.0233 -0.3364
H 2.495215 -0.742210 3.686117 0.0803 0.0493 0.0504
```
Forces are in eV/Å.

The calculation puts the energy at -117115.7618 eV. The net charge is -1. The value obtained for the orbital gap is 4.0 eV.